# 1
The following is a quantum chemistry calculation of C45H43IMgN3OP2Si as an isolated structure, from the Open Molecules 2025 dataset.

Structure (XYZ):
```
97
Properties=species:S:1:pos:R:3
Mg -0.194 -0.376 1.256
C -3.817 1.017 0.628
Si -2.157 0.562 -0.206
C -2.624 -1.078 -1.127
C -3.936 -1.280 -1.581
C -4.305 -2.390 -2.322
C -3.359 -3.353 -2.649
C -2.062 -3.206 -2.195
C -1.701 -2.100 -1.420
P 0.023 -1.965 -0.833
C 0.934 -1.480 -2.329
C 0.900 -0.122 -2.644
C 1.478 0.344 -3.815
C 2.108 -0.546 -4.673
C 2.145 -1.900 -4.365
C 1.554 -2.370 -3.201
C 0.567 -3.647 -0.396
C 1.931 -3.946 -0.434
C 2.401 -5.156 0.050
C 1.518 -6.080 0.595
C 0.166 -5.784 0.656
C -0.308 -4.574 0.166
C -1.987 1.872 -1.593
C -2.948 1.920 -2.606
C -2.924 2.882 -3.604
C -1.924 3.842 -3.607
C -0.952 3.821 -2.620
C -0.968 2.845 -1.622
P 0.419 2.727 -0.435
C 1.564 4.042 -0.969
C 2.549 3.683 -1.888
C 3.445 4.628 -2.368
C 3.374 5.938 -1.918
C 2.403 6.303 -0.994
C 1.500 5.361 -0.524
C -0.219 3.401 1.138
C -1.568 3.630 1.389
C -1.988 4.061 2.642
C -1.064 4.286 3.652
C 0.290 4.085 3.404
C 0.707 3.636 2.160
H -4.564 1.351 -0.097
H -3.692 1.821 1.356
H -4.241 0.157 1.157
H -4.695 -0.540 -1.353
H -5.329 -2.500 -2.656
H -3.632 -4.211 -3.249
H -1.323 -3.961 -2.439
H 0.394 0.576 -1.983
H 1.428 1.398 -4.056
H 2.565 -0.188 -5.587
H 2.628 -2.595 -5.039
H 1.577 -3.430 -2.980
H 2.631 -3.231 -0.851
H 3.459 -5.380 -0.002
H 1.884 -7.028 0.967
H -0.528 -6.497 1.083
H -1.369 -4.360 0.213
H -3.740 1.180 -2.623
H -3.683 2.882 -4.375
H -1.894 4.601 -4.377
H -0.166 4.565 -2.639
H 2.610 2.657 -2.236
H 4.202 4.339 -3.085
H 4.075 6.675 -2.285
H 2.347 7.325 -0.643
H 0.742 5.655 0.192
H -2.293 3.474 0.600
H -3.041 4.233 2.824
H -1.392 4.634 4.622
H 1.020 4.285 4.179
H 1.766 3.491 1.968
N -0.190 0.500 3.227
C -0.949 -0.402 4.123
C -2.124 -1.005 3.376
N -1.639 -1.723 2.182
H 0.680 0.772 3.673
H -0.704 1.371 3.088
H -1.305 0.119 5.013
H -0.271 -1.196 4.442
H -2.794 -0.211 3.039
H -2.687 -1.655 4.048
H -2.397 -1.877 1.522
H -1.284 -2.639 2.449
I -0.254 -4.391 4.070
C 1.614 -3.713 3.389
C 2.700 -4.553 3.602
C 3.947 -4.116 3.198
C 4.054 -2.869 2.602
C 2.904 -2.123 2.435
N 1.684 -2.525 2.815
H 2.563 -5.515 4.074
H 4.819 -4.739 3.349
H 5.006 -2.476 2.276
H 2.964 -1.144 1.978
O 2.986 0.712 0.108
C 1.960 0.490 0.514
```

## Properties
Relative energy (zero: lowest compared OMol25 entry of this formula, charge and spin): 0.0 kJ/mol
Charge: +1
Gap between HOMO and LUMO: 0.2656 hartree

List of Mulliken charges in e, atom by atom: Mg 3.84; C -1.57; Si 0.80; C 0.32; C -0.50; C -0.97; C -0.95; C -0.42; C 0.27; P 1.11; C -0.08; C 0.26; C -0.61; C -0.89; C -0.76; C -0.53; C 0.55; C -0.80; C -0.90; C -0.56; C -1.00; C -0.87; C 0.28; C -0.59; C -0.92; C -0.98; C -0.87; C 0.51; P 1.63; C -0.38; C 0.00; C -0.87; C -0.55; C -0.79; C -0.15; C 0.32; C -0.49; C -0.81; C -0.62; C -0.65; C -0.75; H 0.58; H 0.28; H 0.42; H 0.39; H 0.45; H 0.44; H 0.47; H -0.30; H 0.62; H 0.41; H 0.46; H 0.48; H 0.55; H 0.48; H 0.46; H 0.49; H 0.45; H 0.33; H 0.44; H 0.42; H 0.45; H 0.35; H 0.44; H 0.40; H 0.42; H 0.49; H 0.82; H 0.46; H 0.41; H 0.44; H 0.44; N -0.71; C -0.58; C -0.59; N -0.62; H 0.28; H -0.14; H 0.50; H 0.22; H 0.10; H 0.49; H 0.26; H -0.35; I 0.12; C 0.07; C -0.66; C -0.43; C -0.99; C 0.05; N 0.20; H 0.45; H 0.44; H 0.47; H 0.29; O -0.20; C -0.15



# 2
The following is a quantum chemistry calculation of C2H3OS3 as an isolated structure, from the Open Molecules 2025 dataset.

Structure (XYZ):
```
9
Properties=species:S:1:pos:R:3
C 0.574 -0.428 0.669
C -0.457 0.096 -0.350
O 0.317 -0.288 1.858
S 1.940 -1.163 0.017
S 0.168 0.523 -1.965
S -1.479 1.382 0.383
H -1.340 -0.993 -0.545
H 1.305 -0.188 -1.670
H -1.027 1.060 1.604
```

## Properties
Relative energy (zero: lowest compared OMol25 entry of this formula, charge and spin): 51.3 kJ/mol
Charge: -1
Gap between HOMO and LUMO: 0.2693 hartree

List of Mulliken charges in e, atom by atom: C 0.35; C -0.05; O -0.64; S -0.58; S -0.27; S -0.30; H 0.22; H 0.12; H 0.16



# 3
The following is a quantum chemistry calculation of one molecule with the formula C5H10N2O, from the Open Molecules 2025 dataset.

Structure (XYZ):
```
18
Properties=species:S:1:pos:R:3
H -3.119 1.199 -0.501
N -2.141 1.465 -0.381
C -1.335 0.532 -0.393
N -1.136 -0.824 -0.392
C 0.044 0.077 -0.358
C 0.862 0.055 0.926
C -0.008 -0.094 2.167
C 0.877 0.212 -1.625
O 1.880 -0.770 -1.719
H -1.355 -1.410 -1.185
H 1.419 0.995 0.974
H 1.590 -0.756 0.874
H -0.477 -1.078 2.186
H 0.602 0.020 3.061
H -0.791 0.662 2.175
H 1.403 1.171 -1.625
H 0.219 0.180 -2.509
H 1.468 -1.636 -1.676
```

## Properties
Relative energy (zero: lowest compared OMol25 entry of this formula, charge and spin): 214.4 kJ/mol
Gap between HOMO and LUMO: 0.3751 hartree

List of Mulliken charges in e, atom by atom: H 0.25; N -0.67; C -0.21; N -0.62; C 1.31; C -0.37; C -1.28; C -0.84; O -0.51; H 0.28; H 0.31; H 0.28; H 0.29; H 0.42; H 0.33; H 0.33; H 0.36; H 0.33



# 4
The following is a quantum chemistry calculation of C16H30AsCl2PRe as an isolated structure, from the Open Molecules 2025 dataset.

Structure (XYZ):
```
51
Properties=species:S:1:pos:R:3
Re -2.478 -0.128 -0.424
Cl -3.646 -1.317 1.175
C -5.237 -1.268 0.280
Cl -4.804 -0.298 -1.178
H -5.971 -0.738 0.884
H -5.522 -2.279 -0.004
C -0.005 -0.470 -4.410
C -0.915 -0.003 -3.248
P -1.143 -1.337 -2.025
C 0.448 -1.975 -1.444
C 0.427 -2.689 -0.089
C -2.160 -2.650 -2.753
C -2.482 -3.836 -1.838
H 0.084 0.355 -5.115
H -0.437 -1.316 -4.943
H 0.994 -0.731 -4.065
H -1.898 0.284 -3.635
H -0.472 0.869 -2.755
H 1.139 -1.127 -1.449
H 0.788 -2.654 -2.235
H -0.037 -2.076 0.688
H 1.449 -2.906 0.217
H -0.100 -3.639 -0.133
H -1.584 -2.987 -3.623
H -3.058 -2.176 -3.158
H -1.607 -4.458 -1.660
H -3.227 -4.464 -2.323
H -2.883 -3.529 -0.868
C -0.484 2.986 0.064
As -0.899 1.243 0.798
C -1.281 1.536 2.671
C 2.419 0.654 1.524
C 3.101 1.586 2.231
C 3.208 1.471 3.669
C 4.085 2.252 4.357
C 4.857 3.200 3.650
C 4.771 3.358 2.249
C 3.897 2.584 1.549
H 0.118 3.534 0.789
H -1.437 3.507 -0.066
H 0.034 2.916 -0.889
H -0.579 2.267 3.069
H -1.228 0.604 3.229
H -2.289 1.955 2.732
H 2.487 0.627 0.442
H 1.970 -0.197 2.026
H 2.614 0.723 4.181
H 4.207 2.152 5.427
H 5.541 3.833 4.204
H 5.402 4.082 1.752
H 3.820 2.672 0.472
```

## Properties
Charge: +4
Multiplicity: 2
⟨S²⟩: 1.029
Gap between HOMO and LUMO (alpha / beta): 0.2279 / 0.2310 hartree

List of Mulliken charges in e, atom by atom: Re 0.21; Cl 0.03; C -0.24; Cl 0.02; H 0.42; H 0.38; C -1.29; C -0.42; P 0.39; C -0.52; C -1.16; C -0.44; C -1.21; H 0.40; H 0.40; H 0.36; H 0.47; H 0.32; H 0.37; H 0.51; H 0.23; H 0.40; H 0.31; H 0.48; H 0.49; H 0.36; H 0.40; H 0.27; C -0.99; As 0.60; C -0.97; C -0.99; C 1.19; C -0.23; C -0.79; C -0.14; C -0.78; C -0.22; H 0.39; H 0.46; H 0.37; H 0.40; H 0.39; H 0.42; H 0.37; H 0.42; H 0.41; H 0.46; H 0.44; H 0.45; H 0.41



# 5
The following is a quantum chemistry calculation of a 5-piece molecular cluster, C32H67F2O7PS overall, from the Open Molecules 2025 dataset.

Structure (XYZ):
```
110
Properties=species:S:1:pos:R:3
O 1.168 0.566 -7.567
C 1.041 1.007 -6.482
F 1.246 2.328 -6.242
C 0.648 0.207 -5.267
C 0.858 0.752 -3.847
P 2.659 0.473 -3.366
O 3.374 -0.167 -4.469
O 2.629 -0.412 -2.044
O 3.240 1.880 -2.893
O 0.170 -0.238 -3.037
C -0.428 0.422 -2.018
O -0.552 0.011 -0.920
O -0.868 1.605 -2.498
C 0.068 2.084 -3.470
F -0.701 2.482 -4.505
C 0.723 3.312 -2.847
C 1.182 4.438 -3.780
C 2.462 4.270 -4.612
S 3.888 5.000 -3.746
H 1.202 -0.727 -5.368
H -0.416 -0.030 -5.355
H 2.640 0.092 -1.221
H 4.207 1.860 -2.829
H 1.497 3.045 -2.131
H -0.096 3.734 -2.257
H 1.354 5.292 -3.116
H 0.354 4.725 -4.431
H 2.697 3.248 -4.890
H 2.342 4.819 -5.547
H 4.822 4.076 -3.994
C 0.591 -3.350 -3.361
C -0.235 -3.813 -2.165
C 0.614 -4.126 -0.934
C 1.626 -5.258 -1.120
C 1.020 -6.594 -1.547
C 0.036 -7.167 -0.531
H 1.282 -4.124 -3.700
H -0.054 -3.094 -4.204
H 1.176 -2.472 -3.094
H -0.836 -4.683 -2.443
H -0.947 -3.027 -1.897
H -0.049 -4.361 -0.096
H 1.155 -3.220 -0.641
H 2.164 -5.399 -0.177
H 2.380 -4.958 -1.853
H 1.832 -7.310 -1.699
H 0.524 -6.488 -2.516
H 0.518 -7.309 0.439
H -0.346 -8.135 -0.859
H -0.822 -6.510 -0.385
C 2.461 8.421 -3.592
C 2.381 8.134 -2.097
C 0.991 8.369 -1.505
C 0.484 9.809 -1.607
C 1.389 10.853 -0.956
C 1.568 10.653 0.546
H 2.248 9.468 -3.814
H 3.457 8.199 -3.976
H 1.745 7.807 -4.145
H 3.124 8.733 -1.565
H 2.655 7.090 -1.923
H 0.993 8.055 -0.458
H 0.274 7.715 -2.013
H -0.507 9.861 -1.144
H 0.337 10.072 -2.658
H 0.959 11.842 -1.134
H 2.368 10.858 -1.443
H 0.604 10.676 1.059
H 2.192 11.439 0.974
H 2.046 9.699 0.773
C 0.309 -1.948 6.014
C 0.480 -2.766 4.738
C 1.088 -1.975 3.579
C 0.256 -0.776 3.117
C -1.170 -1.125 2.699
C -1.235 -2.086 1.518
H -0.376 -1.112 5.868
H -0.093 -2.563 6.820
H 1.267 -1.544 6.348
H -0.486 -3.184 4.439
H 1.127 -3.622 4.947
H 1.250 -2.654 2.737
H 2.081 -1.619 3.873
H 0.768 -0.300 2.273
H 0.222 -0.024 3.910
H -1.694 -0.203 2.434
H -1.714 -1.550 3.549
H -0.726 -1.664 0.651
H -2.273 -2.281 1.238
H -0.774 -3.047 1.755
C -4.407 -3.745 3.628
C -3.830 -4.020 5.014
C -3.098 -5.357 5.116
C -3.969 -6.588 4.853
C -5.188 -6.717 5.765
C -4.831 -6.853 7.242
H -5.162 -4.480 3.346
H -4.877 -2.762 3.597
H -3.614 -3.764 2.876
H -4.626 -3.966 5.762
H -3.124 -3.224 5.268
H -2.640 -5.437 6.106
H -2.268 -5.361 4.401
H -3.347 -7.482 4.964
H -4.303 -6.583 3.812
H -5.759 -7.595 5.455
H -5.852 -5.860 5.627
H -4.191 -7.722 7.409
H -5.728 -6.977 7.851
H -4.304 -5.973 7.613
```

## Properties
Gap between HOMO and LUMO: 0.3415 hartree

Mulliken population analysis, charges in e, atoms 1 to 99: O -0.52; C 0.20; F -0.13; C -1.12; C 0.58; P 0.93; O -0.77; O -0.46; O -0.43; O -0.01; C 0.19; O -0.45; O -0.45; C 1.46; F -0.41; C -1.22; C -0.13; C -0.53; S -0.25; H 0.33; H 0.55; H 0.34; H 0.33; H 0.28; H 0.47; H -0.11; H 0.40; H 0.28; H 0.46; H 0.08; C -1.16; C -0.55; C 0.05; C -0.97; C -0.50; C -1.17; H 0.44; H 0.39; H 0.14; H 0.38; H 0.30; H 0.05; H 0.22; H 0.43; H 0.35; H 0.42; H 0.24; H 0.29; H 0.39; H 0.26; C -1.21; C -0.35; C -0.59; C -0.86; C -0.36; C -1.20; H 0.41; H 0.36; H 0.22; H 0.41; H 0.25; H 0.38; H 0.28; H 0.40; H 0.32; H 0.38; H 0.22; H 0.29; H 0.38; H 0.29; C -1.39; C 0.34; C -0.60; C -0.77; C -0.12; C -0.80; H 0.29; H 0.40; H 0.37; H -0.39; H 0.44; H 0.14; H 0.43; H 0.25; H 0.40; H 0.41; H -0.09; H 0.13; H 0.47; H 0.14; C -1.19; C -0.38; C -0.46; C -0.91; C -0.42; C -1.19; H 0.38; H 0.39; H 0.17



# 6
The following is a quantum chemistry calculation of a 2-piece molecular cluster, C4H10NO overall, from the Open Molecules 2025 dataset.

Structure (XYZ):
```
16
Properties=species:S:1:pos:R:3
C 0.550 2.149 -0.086
C 0.417 0.959 0.418
C -1.612 -0.162 0.878
C 0.629 -1.659 -0.571
N -0.464 -0.004 -0.153
O 1.787 -1.127 -0.751
H 1.345 2.812 0.389
H 0.046 2.613 -0.932
H 0.864 0.578 1.352
H -2.536 -0.141 0.273
H -1.637 -1.084 1.486
H -1.586 0.673 1.582
H 0.192 -2.141 -1.461
H 0.682 -2.320 0.356
H -0.846 0.102 -1.139
H 2.170 -1.248 -1.641
```

## Properties
Relative energy (zero: lowest compared OMol25 entry of this formula, charge and spin): 238.4 kJ/mol
Charge: +1
Multiplicity: 3
⟨S²⟩: 2.018
Gap between HOMO and LUMO (alpha / beta): 0.2685 / 0.2477 hartree

List of Mulliken charges in e, atom by atom: C -0.75; C 0.02; C -0.79; C -0.53; N -0.02; O -0.37; H 0.25; H 0.29; H 0.47; H 0.34; H 0.29; H 0.37; H 0.39; H 0.26; H 0.44; H 0.36